# C64H141N7O9

9 unconnected molecules or ions with the total composition C64H141N7O9 in a non-equilibrium geometry (wB97M-V/def2-TZVPD, the Open Molecules 2025 dataset).

Computed properties:
Structure (SMILES)   CC1(C)CCCC(C)(C)N1O.CC1(C)CCCC(C)(C)N1O.CC1(C)CCCC(C)(C)N1O.CC1(C)CCCC(C)(C)N1O.CC1(C)CCCC(C)(C)N1O.CC1(C)CCCC(C)(C)N1O.COC[C@H](C)N.CC(C)O.CC(C)O
Lowest unoccupied orbital energy   0.01575 hartree
F_max   0.0728 Eh/bohr
Spin multiplicity   1
Calculated total energy   -3583.1716 a.u.
HOMO   -8.2684 eV
Frontier orbital gap   8.697 eV
Relative energy (zero: lowest compared OMol25 entry of this formula, charge and spin)   2.186 eV

```
221
Properties=species:S:1:pos:R:3:forces:R:3:mulliken_charge:R:1
C 2.047 -7.147 -3.535 -0.72 0.80 1.12 -1.79
C 2.003 -7.672 -2.081 -3.33 -0.84 0.57 1.15
C 1.091 -8.989 -2.035 1.09 0.53 -1.18 -1.60
C 3.374 -8.011 -1.528 -0.52 -0.12 -1.21 -1.17
C 3.512 -8.186 -0.029 0.28 0.17 -0.44 -0.54
C 2.941 -6.958 0.588 -1.66 0.25 1.58 -1.21
C 1.479 -6.656 0.199 -1.29 0.46 1.27 1.71
C 0.497 -7.709 0.796 1.13 0.29 0.92 -2.05
C 1.110 -5.205 0.746 -0.22 -1.07 -0.94 -1.50
N 1.296 -6.591 -1.269 2.56 -0.50 0.02 0.85
O -0.076 -6.509 -1.628 0.65 0.81 -0.16 -0.34
H 2.435 -7.939 -4.135 0.12 -0.41 -0.89 0.46
H 1.036 -6.785 -3.862 0.81 -0.82 0.19 0.27
H 2.681 -6.256 -3.608 0.20 -0.25 0.10 0.31
H 0.920 -9.384 -1.040 0.14 0.01 -0.10 0.33
H 0.155 -8.797 -2.527 -0.64 0.32 0.15 0.33
H 1.530 -9.760 -2.689 0.25 0.09 0.44 0.46
H 3.701 -8.897 -2.097 0.12 0.31 0.23 0.36
H 3.943 -7.156 -1.876 0.89 0.12 0.31 0.38
H 3.092 -9.110 0.406 0.35 0.26 -0.44 0.37
H 4.582 -8.082 0.114 0.28 -0.83 0.53 0.42
H 3.529 -6.135 0.270 0.68 1.03 -0.29 0.30
H 2.975 -6.962 1.720 -0.02 -0.09 -1.17 0.39
H -0.384 -7.687 0.210 -1.01 -0.16 -0.37 0.44
H 0.243 -7.595 1.857 0.05 0.65 -0.16 0.36
H 0.923 -8.699 0.790 0.16 -0.41 -0.33 0.45
H 1.252 -5.082 1.828 0.15 -0.24 -0.28 0.53
H 0.011 -5.071 0.548 1.11 0.34 -0.02 -0.05
H 1.782 -4.517 0.180 -0.89 -0.13 0.52 0.06
H -0.041 -5.615 -2.012 -0.64 -0.57 0.11 0.28
C -4.575 -0.786 3.605 0.54 1.71 -0.72 -1.33
C -4.085 0.706 3.494 -0.17 -0.46 2.48 1.75
C -4.121 1.161 2.049 -0.16 -0.93 0.04 -0.93
C -4.987 1.664 4.347 0.49 0.75 -0.60 -1.32
C -4.762 1.688 5.893 0.75 -1.77 -1.32 -0.81
C -3.268 1.958 6.102 -0.67 1.45 0.55 -1.33
C -2.299 0.981 5.432 -1.83 -0.98 0.96 1.96
C -0.928 1.586 5.573 1.76 -0.43 1.11 -2.08
C -2.422 -0.456 6.072 -1.18 0.30 -0.28 -1.82
N -2.694 0.957 4.017 0.69 -0.51 -1.46 1.17
O -1.837 -0.010 3.362 -0.39 0.19 0.53 -0.44
H -4.535 -1.177 4.617 -0.32 -0.08 -0.16 0.29
H -5.543 -0.822 3.103 -0.33 -0.14 0.53 0.49
H -3.924 -1.308 2.935 0.58 -0.80 -0.01 0.14
H -5.158 1.225 1.729 -0.18 0.47 -0.04 0.75
H -3.573 2.073 2.004 0.05 0.81 -0.34 -0.39
H -3.657 0.475 1.342 0.27 -0.28 0.23 -0.66
H -4.820 2.665 3.846 0.05 -0.54 1.14 0.05
H -6.022 1.492 4.130 -0.75 -0.54 -0.21 0.47
H -5.378 2.430 6.340 -0.34 0.94 0.29 0.53
H -5.100 0.737 6.407 0.47 0.72 -0.84 0.33
H -3.089 2.114 7.181 0.35 -0.43 -0.36 0.42
H -3.089 2.964 5.646 0.01 -0.58 0.24 0.23
H -0.689 1.749 6.656 -0.48 -0.13 -0.62 0.54
H -0.862 2.587 5.129 0.00 -0.35 -0.26 0.39
H -0.068 0.934 5.261 -1.01 0.53 -0.27 0.21
H -2.053 -1.166 5.354 0.10 -0.35 -0.33 0.29
H -3.475 -0.742 6.336 0.76 0.51 -0.56 0.26
H -1.916 -0.659 6.991 0.83 0.51 0.66 0.48
H -1.210 0.528 2.856 -0.10 0.06 -0.34 -0.10
C -2.660 -4.992 -2.273 -0.36 -1.22 -1.38 -1.11
C -3.676 -5.187 -1.149 -0.98 -0.60 0.80 1.94
C -4.412 -6.546 -1.294 -0.26 0.39 1.63 -1.92
C -3.084 -5.104 0.306 0.82 0.53 -2.02 -1.03
C -2.618 -3.678 0.541 -0.88 -0.62 1.65 0.14
C -3.775 -2.680 0.405 1.94 -0.06 1.23 -0.58
C -4.409 -2.739 -0.898 -1.63 -0.81 -2.59 2.50
C -5.788 -2.067 -0.869 0.45 1.00 0.98 -2.19
C -3.576 -1.993 -1.987 -0.96 -1.15 0.24 -1.37
N -4.729 -4.169 -1.255 -0.68 0.71 1.25 -0.01
O -5.313 -4.173 -2.546 -0.16 -0.16 -0.81 -0.50
H -1.748 -4.497 -1.977 0.10 0.54 0.07 -0.18
H -2.349 -5.982 -2.668 -0.07 0.44 0.28 0.41
H -3.175 -4.493 -3.142 0.77 -0.30 0.98 0.24
H -4.801 -6.596 -2.267 -0.31 -0.39 -1.59 0.57
H -3.754 -7.402 -1.088 -0.14 0.28 -0.10 0.35
H -5.333 -6.595 -0.638 1.22 0.15 -0.32 0.37
H -3.685 -5.498 1.085 -1.28 -0.10 0.44 0.40
H -2.231 -5.771 0.303 0.48 -0.19 -0.10 -0.25
H -2.247 -3.583 1.566 0.22 -0.01 -0.03 0.68
H -1.781 -3.555 -0.099 0.69 0.85 -0.75 -0.46
H -3.326 -1.671 0.454 -0.46 -0.19 0.61 -0.90
H -4.485 -2.880 1.220 0.16 0.29 -0.15 0.49
H -6.580 -2.707 -0.453 0.37 0.20 -0.18 0.49
H -6.011 -1.714 -1.854 -0.60 -0.04 -0.66 0.37
H -5.699 -1.141 -0.257 -0.17 -0.48 -0.13 0.22
H -2.543 -2.333 -2.011 0.15 0.45 0.14 -0.24
H -3.728 -0.927 -1.814 0.44 0.05 -0.13 0.37
H -4.048 -2.302 -2.926 0.24 0.43 -0.07 0.80
H -6.255 -4.443 -2.517 0.89 0.14 0.73 0.36
C 2.305 2.545 4.920 -0.39 -0.01 -0.22 -0.93
C 3.628 1.791 5.039 0.17 -2.41 -0.69 1.67
C 4.296 1.965 6.467 -1.58 0.14 -1.73 -1.89
C 3.292 0.282 4.770 -0.38 -1.09 0.22 -1.99
C 2.918 -0.092 3.295 1.21 0.48 0.58 1.34
C 4.186 0.312 2.489 -1.41 -0.96 0.57 -1.94
C 4.454 1.784 2.562 -0.83 0.36 0.61 2.83
C 5.791 2.022 1.855 -0.10 0.88 -0.41 -2.33
C 3.288 2.577 1.896 2.60 1.90 -0.86 -0.25
N 4.643 2.082 4.013 0.31 0.28 0.47 0.09
O 4.975 3.447 4.241 0.89 0.35 -0.67 -0.51
H 2.428 3.574 4.577 0.04 0.13 0.56 0.38
H 1.724 2.426 5.837 0.33 0.58 0.26 0.49
H 1.625 2.088 4.201 0.27 -0.13 -0.28 -0.41
H 3.791 1.284 7.168 -0.05 0.57 -0.01 0.40
H 4.171 3.040 6.668 0.35 -0.57 0.60 0.38
H 5.318 1.653 6.387 0.63 0.10 0.04 0.45
H 4.089 -0.435 5.113 -0.38 0.93 -0.25 0.36
H 2.409 0.015 5.350 -0.06 0.11 0.45 0.57
H 2.027 0.482 3.014 0.12 -0.34 -0.25 -0.96
H 2.707 -1.186 3.227 0.10 0.84 0.01 0.47
H 4.159 0.072 1.443 -0.25 -0.45 -0.66 0.03
H 4.978 -0.260 2.963 0.52 0.04 -0.14 0.60
H 6.622 1.503 2.348 -0.25 0.13 -0.05 0.45
H 5.772 1.774 0.786 -0.31 -0.57 0.22 0.25
H 5.982 3.090 1.771 0.31 0.20 0.56 0.64
H 2.322 2.493 2.272 -1.52 -0.91 0.72 -0.10
H 3.493 3.661 2.029 0.18 -0.37 0.13 0.52
H 3.293 2.495 0.804 0.00 -0.45 0.21 -0.81
H 5.947 3.403 4.240 -0.49 0.34 0.12 0.38
C -4.670 4.069 -3.766 0.29 -0.53 1.35 -2.02
C -3.146 4.097 -3.632 -0.28 -0.73 0.97 1.90
C -2.744 5.547 -4.014 0.91 -0.95 0.32 -1.79
C -2.689 3.743 -2.194 -0.47 1.09 0.12 -0.92
C -2.479 2.289 -1.810 0.11 0.13 -0.57 1.46
C -1.759 1.517 -2.892 0.29 -1.70 0.29 -0.18
C -2.409 1.618 -4.270 0.20 0.23 0.10 2.00
C -1.478 0.935 -5.355 -0.91 2.61 0.87 -1.96
C -3.784 0.937 -4.332 0.53 -0.55 -0.26 -1.67
N -2.482 3.086 -4.491 0.19 0.52 -2.61 0.21
O -2.918 3.292 -5.880 0.16 -0.06 0.79 -0.55
H -4.856 4.056 -4.821 -0.86 0.12 -0.34 0.49
H -5.064 3.208 -3.225 -0.21 -0.25 -0.45 0.37
H -5.140 4.901 -3.233 0.19 0.30 -0.50 0.44
H -1.649 5.570 -4.174 -0.47 0.25 0.22 0.36
H -3.215 5.725 -4.968 -0.12 0.52 -0.27 0.44
H -3.068 6.291 -3.240 0.26 -0.76 -0.67 0.29
H -1.784 4.340 -2.017 -0.03 -0.29 0.18 -0.17
H -3.470 4.105 -1.506 0.37 0.35 -0.24 -0.47
H -1.958 2.316 -0.854 0.21 -0.35 0.04 -0.35
H -3.411 1.794 -1.631 -0.87 -0.17 0.25 0.25
H -1.728 0.411 -2.689 0.09 0.91 0.25 -0.10
H -0.731 1.866 -2.917 0.20 -0.03 -0.40 -0.64
H -2.066 0.831 -6.250 0.01 -0.17 -0.50 0.46
H -1.119 -0.005 -5.020 0.34 -0.85 0.42 0.30
H -0.677 1.662 -5.529 0.10 -0.44 -0.14 0.37
H -4.463 1.463 -3.738 -1.10 0.69 1.20 0.33
H -3.789 -0.096 -3.967 0.29 0.14 -0.28 0.22
H -4.240 0.957 -5.320 0.29 -0.18 -0.29 0.59
H -3.780 2.845 -5.971 0.30 0.15 0.09 0.36
C 6.148 3.739 -2.516 -0.63 -0.97 -0.07 -1.53
C 4.822 4.420 -2.021 0.04 0.48 -0.02 1.90
C 4.871 4.935 -0.531 1.78 -0.65 -1.58 -2.02
C 4.576 5.675 -2.835 1.61 0.14 -0.28 -1.48
C 4.290 5.435 -4.279 -0.10 -1.15 -0.30 -0.93
C 3.097 4.538 -4.405 -1.15 -1.34 1.14 -1.16
C 3.180 3.202 -3.578 0.13 2.11 -0.33 1.68
C 1.746 2.645 -3.509 2.96 -2.26 0.38 -2.26
C 4.165 2.277 -4.300 -1.25 0.53 -0.43 -1.67
N 3.601 3.590 -2.172 0.58 -0.44 -0.55 -0.20
O 3.806 2.437 -1.370 0.08 -0.95 -0.38 1.01
H 6.219 3.635 -3.612 -0.10 0.68 0.60 0.32
H 7.039 4.270 -2.200 0.04 0.01 0.38 0.48
H 6.194 2.665 -2.219 0.25 0.79 0.36 0.11
H 3.931 5.244 -0.162 -1.15 0.66 -0.10 0.46
H 5.148 4.139 0.122 0.55 -0.55 0.46 0.02
H 5.628 5.748 -0.495 -0.53 -0.47 0.21 0.52
H 3.752 6.134 -2.376 -1.29 0.96 0.54 0.52
H 5.447 6.344 -2.715 -0.28 -0.17 0.00 0.41
H 4.004 6.299 -4.793 -0.09 1.82 -0.62 0.57
H 5.149 5.055 -4.820 0.28 -0.24 -0.04 0.30
H 2.824 4.240 -5.420 0.23 0.18 -0.11 0.46
H 2.205 5.044 -3.990 0.35 0.15 -0.23 0.31
H 1.051 3.324 -3.097 -0.70 0.61 0.55 0.73
H 1.913 1.709 -2.926 -0.92 0.69 -0.02 0.07
H 1.484 2.294 -4.485 -0.50 0.11 -0.76 0.41
H 5.090 2.754 -4.563 0.18 0.03 -0.02 0.35
H 3.725 1.927 -5.229 -0.24 -0.02 -0.16 0.50
H 4.314 1.416 -3.718 0.61 -1.41 0.75 0.37
H 4.452 1.826 -1.813 -0.70 0.75 0.31 -0.22
C -5.479 5.191 0.595 0.56 0.55 0.71 -0.40
O -4.343 5.752 1.342 -0.48 -0.84 -0.52 -0.49
C -3.314 4.798 1.527 0.12 -0.19 -1.15 1.78
C -1.980 5.326 1.959 -0.13 1.17 0.03 0.32
C -1.256 6.224 0.930 -0.80 -1.15 1.65 -1.75
N -1.140 4.198 2.245 1.02 -0.68 -0.67 -0.24
H -5.923 6.060 0.069 -0.05 -0.62 0.48 0.28
H -6.170 4.703 1.319 0.24 0.44 -0.57 0.27
H -5.197 4.434 -0.169 0.21 0.44 0.50 0.06
H -3.500 3.986 2.201 -1.02 -0.27 0.87 -0.81
H -3.154 4.298 0.590 0.17 -0.43 -0.84 -0.66
H -2.194 5.867 2.884 0.22 0.62 0.05 0.38
H -0.844 5.612 0.155 0.10 -0.40 -0.67 0.30
H -0.444 6.679 1.468 0.35 0.73 -0.06 0.46
H -1.996 6.893 0.564 -0.19 0.97 -0.50 0.47
H -0.160 4.499 2.229 -0.56 -0.48 0.55 0.13
H -1.419 3.693 3.076 0.35 -0.01 0.19 -0.19
C 3.239 -2.826 -1.748 -0.78 -0.09 0.07 -0.92
C 4.469 -2.349 -1.038 0.01 -0.26 3.11 1.41
C 5.754 -3.084 -1.320 0.74 -0.21 -1.52 -1.59
O 4.570 -1.044 -1.471 1.18 2.70 -0.36 -0.35
H 3.390 -2.631 -2.800 0.03 -0.14 -0.44 0.48
H 2.347 -2.257 -1.455 0.37 0.14 0.11 -0.07
H 2.959 -3.853 -1.597 0.26 -0.67 0.05 -0.03
H 4.329 -2.282 0.129 -0.06 -0.61 -1.79 -0.21
H 6.686 -2.668 -0.886 -0.77 0.03 0.10 0.39
H 5.919 -3.102 -2.415 -0.06 0.36 0.24 0.38
H 5.726 -4.131 -1.110 -0.20 -0.76 0.72 0.33
H 5.378 -0.631 -1.096 -0.73 -0.43 -0.28 0.20
C 0.971 0.988 -0.531 -0.36 1.30 0.70 -0.54
C -0.102 0.373 0.321 1.00 -1.13 -0.25 2.42
C 0.320 -0.990 0.864 0.16 -0.61 -1.62 -1.11
O -0.468 1.165 1.389 0.01 2.08 1.81 1.32
H 1.279 0.363 -1.356 -0.23 -0.09 -0.41 0.62
H 1.858 1.165 0.071 0.10 0.16 0.01 -0.84
H 0.528 1.970 -0.840 0.85 -0.65 -0.29 -0.08
H -0.928 0.285 -0.305 -1.89 -0.52 -1.19 -0.73
H 0.026 -1.197 1.859 -0.55 0.08 1.07 0.32
H 1.403 -0.953 0.841 0.36 -0.59 0.10 -0.10
H -0.063 -1.855 0.245 0.54 0.97 0.40 -0.29
H -0.499 2.143 1.253 -0.02 -0.90 -0.27 -0.58
```
Positions in Å, forces in eV/Å.